This record from the Open Molecules 2025 dataset describes a 2-piece molecular cluster, C4H10O2 overall at a distorted geometry. The level of theory is the ωB97M-V functional and the def2-TZVPD basis.

Last column: Löwdin charge in e.
Cartesian coordinates (Å):
C (1.92, -1.25, -0.81)  -0.005
C (1.09, 0.03, -0.85)  0.059
C (1.14, 0.98, -1.83)  -0.023
O (0.60, 2.21, -1.67)  0.186
H (1.37, -2.12, -0.65)  0.079
H (2.44, -1.42, -1.78)  0.109
H (2.66, -1.17, 0.01)  0.130
H (0.49, 0.28, 0.04)  0.132
H (1.70, 0.76, -2.74)  0.165
H (0.87, 2.81, -2.36)  0.150
C (-1.75, -0.35, 2.14)  -0.147
O (-2.57, -1.48, 2.56)  -0.105
H (-2.30, 0.61, 2.12)  0.086
H (-0.89, -0.14, 2.76)  0.070
H (-1.37, -0.58, 1.12)  0.051
H (-3.48, -1.27, 2.38)  0.064

## Properties
LUMO (alpha / beta): -4.55 / -8.50 eV
energy above the lowest of the compared OMol25 structures with the same formula, charge and spin: 45.7 kcal/mol
frontier orbital gap (alpha / beta): 8.66 / 4.70 eV
spin multiplicity: 2
charge: +1

***

This record from the Open Molecules 2025 dataset describes C12H14F6I2IrNO4S2 as an isolated structure at a distorted geometry. The level of theory is the ωB97M-V functional and the def2-TZVPD basis.

Last column: Löwdin charge in e.
Cartesian coordinates (Å):
Ir (0.89, 0.31, -0.63)  0.897
C (0.19, -2.66, 2.39)  0.019
C (0.34, -1.21, 2.10)  -0.190
C (-0.67, -0.29, 2.40)  0.047
C (-0.55, 1.05, 2.10)  -0.186
C (-1.61, 2.04, 2.40)  0.024
C (0.71, 1.52, 1.52)  -0.031
C (1.82, 0.68, 1.39)  -0.458
C (3.23, 1.23, 1.42)  -0.049
C (1.57, -0.71, 1.55)  -0.013
H (0.37, -2.79, 3.47)  0.138
H (0.90, -3.28, 1.85)  0.106
H (-0.83, -3.00, 2.20)  0.117
H (-1.59, -0.66, 2.85)  0.163
H (-1.59, 2.24, 3.48)  0.139
H (-2.60, 1.62, 2.18)  0.106
H (-1.48, 2.98, 1.89)  0.107
H (0.85, 2.59, 1.39)  0.142
H (3.96, 0.53, 1.00)  0.050
H (3.50, 1.38, 2.46)  0.127
H (3.30, 2.19, 0.91)  0.089
H (2.39, -1.41, 1.42)  0.152
I (3.22, -0.18, -1.76)  1.322
C (2.73, 1.42, -3.05)  -0.868
I (1.34, 2.54, -1.89)  1.319
H (2.23, 1.04, -3.93)  0.018
H (3.62, 2.02, -3.26)  0.023
F (0.62, -3.25, -3.31)  0.217
C (-0.63, -3.07, -2.99)  -0.680
F (-1.40, -2.89, -4.01)  0.251
F (-1.07, -3.99, -2.17)  0.244
S (-0.65, -1.46, -1.96)  0.773
O (0.00, -1.73, -0.62)  -0.384
O (0.29, -0.40, -2.51)  -0.532
N (-2.11, -1.05, -1.87)  -0.238
S (-2.40, 0.12, -0.80)  0.779
O (-1.12, 0.96, -0.64)  -0.522
O (-3.00, -0.35, 0.40)  -0.176
C (-3.52, 1.30, -1.70)  -0.690
F (-2.90, 1.72, -2.78)  0.200
F (-4.61, 0.63, -1.99)  0.235
F (-3.76, 2.29, -0.87)  0.211

## Properties
LUMO (alpha / beta): -12.59 / -13.35 eV
energy above the lowest of the compared OMol25 structures with the same formula, charge and spin: 34.4 kcal/mol
frontier orbital gap (alpha / beta): 6.81 / 6.66 eV
spin multiplicity: 2
charge: +3

***

This record from the Open Molecules 2025 dataset describes C16H25Cl2N5W as an isolated structure at a distorted geometry. The level of theory is the ωB97M-V functional and the def2-TZVPD basis.

Last column: Löwdin charge in e.
Cartesian coordinates (Å):
W (0.41, 0.30, 0.31)  1.533
C (-1.29, 1.04, 2.89)  -0.114
C (-1.71, -0.32, 2.41)  -0.131
N (-0.52, -1.03, 1.82)  -0.146
C (0.50, -1.46, 2.86)  -0.113
C (1.90, -1.14, 2.39)  -0.140
N (1.96, 0.27, 1.86)  -0.196
C (1.76, 1.34, 2.91)  -0.118
C (0.78, 2.37, 2.39)  -0.135
N (-0.44, 1.69, 1.82)  -0.150
H (-2.19, 1.64, 3.09)  0.160
H (-0.73, 1.01, 3.82)  0.130
H (-2.15, -0.90, 3.23)  0.162
H (-2.46, -0.24, 1.62)  0.141
H (-0.91, -1.88, 1.42)  0.121
H (0.27, -0.97, 3.80)  0.130
H (0.42, -2.53, 3.05)  0.159
H (2.61, -1.29, 3.21)  0.162
H (2.20, -1.81, 1.58)  0.130
H (2.90, 0.39, 1.48)  0.104
H (1.42, 0.88, 3.83)  0.129
H (2.70, 1.83, 3.14)  0.160
H (0.51, 3.05, 3.19)  0.162
H (1.23, 2.96, 1.59)  0.138
H (-1.01, 2.45, 1.44)  0.134
N (-0.63, 1.68, -1.11)  -0.005
C (-1.30, 0.95, -2.21)  -0.218
C (-1.93, 1.57, -3.26)  0.056
C (-2.56, 0.79, -4.25)  0.021
C (-2.52, -0.58, -4.18)  0.059
C (-1.84, -1.22, -3.11)  -0.105
C (-1.72, -2.62, -3.00)  0.109
C (-0.98, -3.16, -1.97)  0.026
C (-0.41, -2.32, -1.03)  -0.093
N (-0.55, -0.98, -1.06)  -0.117
C (-1.24, -0.43, -2.12)  -0.171
H (0.07, 2.29, -1.54)  0.119
H (-1.32, 2.33, -0.72)  0.131
H (-1.96, 2.65, -3.33)  0.149
H (-3.06, 1.28, -5.07)  0.146
H (-3.00, -1.18, -4.94)  0.152
H (-2.20, -3.27, -3.73)  0.161
H (-0.84, -4.23, -1.88)  0.145
H (0.19, -2.74, -0.23)  0.124
Cl (5.53, 0.65, -2.06)  0.973
C (4.15, 0.27, -2.80)  -0.488
Cl (2.33, 0.37, -1.16)  0.287
H (3.94, -0.77, -3.00)  0.065
H (3.68, 1.04, -3.41)  0.066

## Properties
LUMO (alpha / beta): -14.46 / -14.39 eV
frontier orbital gap (alpha / beta): 6.31 / 6.51 eV
spin multiplicity: 3
charge: +4

***

This record from the Open Molecules 2025 dataset describes a 2-piece molecular cluster, C4H14N3 overall at a distorted geometry. The level of theory is the ωB97M-V functional and the def2-TZVPD basis.

Last column: Löwdin charge in e.
Cartesian coordinates (Å):
C (-2.01, 0.94, 1.26)  -0.149
C (-1.79, 1.41, -0.17)  -0.163
H (-2.20, 1.76, 1.97)  0.074
H (-2.86, 0.30, 1.46)  0.069
H (-1.10, 0.48, 1.62)  0.033
H (-1.01, 0.85, -0.69)  0.021
H (-1.59, 2.48, -0.27)  0.073
H (-2.67, 1.27, -0.81)  0.076
C (0.37, -1.76, -1.60)  -0.026
C (1.43, -0.33, 0.15)  -0.462
N (1.18, -0.60, -1.15)  0.024
N (2.02, -1.26, 0.89)  0.230
N (1.38, 0.93, 0.54)  0.231
H (1.33, 0.08, -1.88)  0.156
H (2.42, -2.06, 0.43)  0.142
H (2.03, -1.17, 1.89)  0.138
H (0.81, 1.58, 0.03)  0.115
H (1.68, 1.19, 1.47)  0.144
H (-0.49, -1.39, -2.15)  0.090
H (0.06, -2.34, -0.74)  0.093
H (1.00, -2.36, -2.26)  0.091

## Properties
LUMO: -3.31 eV
energy above the lowest of the compared OMol25 structures with the same formula, charge and spin: 12.7 kcal/mol
frontier orbital gap: 11.39 eV
charge: +1

***

This record from the Open Molecules 2025 dataset describes C19H42AuNO2P3S as an isolated structure at a distorted geometry. The level of theory is the ωB97M-V functional and the def2-TZVPD basis.

Last column: Löwdin charge in e.
Cartesian coordinates (Å):
Au (0.09, -0.64, 1.49)  0.683
P (-1.18, -2.42, 2.25)  0.696
P (2.04, -1.85, 0.59)  0.795
P (-1.19, -0.81, -4.29)  0.874
H (-1.42, 6.20, -0.75)  0.055
C (-2.20, 5.71, -1.34)  -0.090
C (-3.29, 5.24, -0.72)  -0.067
H (-3.34, 5.30, 0.37)  0.059
C (-1.30, -2.38, 4.05)  -0.230
C (-0.62, -4.10, 1.83)  -0.235
C (-2.84, -2.30, 1.55)  -0.257
C (3.20, -0.74, -0.28)  -0.218
C (3.09, -2.75, 1.80)  -0.216
C (1.39, -2.98, -0.68)  -0.245
C (-2.49, 0.14, -5.08)  -0.193
C (-1.69, -2.30, -3.39)  -0.224
C (0.17, -0.98, -5.46)  -0.197
H (-2.09, 5.75, -2.44)  0.075
H (-4.20, 4.94, -1.25)  0.066
H (-1.89, -1.52, 4.39)  0.067
H (-0.29, -2.29, 4.47)  0.052
H (-1.75, -3.30, 4.46)  0.075
H (0.47, -4.20, 2.00)  0.034
H (-0.82, -4.31, 0.77)  0.046
H (-1.12, -4.87, 2.42)  0.082
H (-3.21, -1.28, 1.66)  0.049
H (-3.53, -2.99, 2.05)  0.076
H (-2.83, -2.53, 0.48)  0.037
H (4.16, -1.24, -0.51)  0.079
H (3.39, 0.14, 0.36)  0.054
H (2.72, -0.39, -1.21)  0.040
H (3.89, -3.32, 1.31)  0.077
H (2.49, -3.44, 2.40)  0.045
H (3.56, -2.00, 2.47)  0.045
H (2.02, -3.87, -0.80)  0.079
H (1.30, -2.45, -1.64)  0.039
H (0.38, -3.30, -0.40)  0.000
H (-2.69, -0.23, -6.10)  0.078
H (-2.15, 1.19, -5.13)  0.079
H (-3.40, 0.11, -4.45)  0.074
H (-2.16, -3.02, -4.09)  0.083
H (-2.43, -2.07, -2.62)  0.030
H (-0.85, -2.82, -2.89)  0.046
H (-0.20, -1.23, -6.47)  0.079
H (0.89, -1.74, -5.13)  0.066
H (0.70, -0.02, -5.51)  0.075
C (-0.86, 1.54, -0.76)  -0.743
C (0.34, 1.90, -1.41)  -0.132
C (0.78, 3.22, -1.36)  -0.038
C (0.13, 4.16, -0.56)  -0.040
C (-0.90, 3.73, 0.30)  -0.074
C (-1.51, 2.48, 0.08)  -0.086
S (-1.41, -0.05, -0.94)  0.695
H (-0.74, 0.17, -3.38)  -0.018
H (0.88, 1.12, -1.95)  0.082
H (1.65, 3.52, -1.93)  0.120
H (0.37, 5.23, -0.67)  0.126
H (-1.32, 4.42, 1.04)  0.125
H (-2.49, 2.20, 0.50)  0.122
N (3.42, 1.33, 4.81)  0.187
C (2.36, 2.04, 4.03)  -0.025
C (1.83, 0.99, 3.06)  -0.625
O (2.19, -0.20, 3.30)  -0.094
O (1.00, 1.37, 2.16)  -0.104
H (3.28, 0.31, 4.64)  0.147
H (3.46, 1.52, 5.82)  0.182
H (4.34, 1.61, 4.47)  0.180
H (1.56, 2.42, 4.67)  0.152
H (2.82, 2.90, 3.54)  0.145

## Properties
LUMO (alpha / beta): -7.00 / -10.25 eV
energy above the lowest of the compared OMol25 structures with the same formula, charge and spin: 0.0 kcal/mol
frontier orbital gap (alpha / beta): 8.45 / 5.19 eV
spin multiplicity: 3
charge: +3

***

This record from the Open Molecules 2025 dataset describes C33H62N5O6S5 as an isolated structure at a distorted geometry. The level of theory is the ωB97M-V functional and the def2-TZVPD basis.

Last column: Löwdin charge in e.
Cartesian coordinates (Å):
C (0.49, 1.38, 0.02)  -0.126
C (0.22, -0.18, 0.00)  -0.265
C (-0.66, -0.40, -1.17)  -0.002
O (1.43, -1.03, 0.06)  -0.262
H (-0.48, 1.86, -0.08)  0.016
H (1.05, 1.78, -0.82)  0.067
H (0.86, 1.72, 0.99)  -0.019
H (-0.35, -0.35, 0.91)  0.089
H (-0.98, -1.44, -1.33)  0.093
H (-0.30, -0.04, -2.13)  0.096
H (-1.61, 0.10, -0.97)  0.045
C (3.13, -3.00, -1.24)  -0.275
S (3.67, -3.36, 0.48)  0.935
O (5.16, -3.39, 0.56)  -0.586
C (3.20, -1.76, 1.23)  -0.224
H (2.29, -2.30, -1.19)  0.023
H (2.88, -3.84, -1.88)  0.067
H (3.84, -2.39, -1.79)  0.074
H (3.74, -0.91, 0.81)  0.070
H (3.40, -1.76, 2.31)  0.068
H (2.11, -1.75, 1.17)  0.031
C (-0.62, 2.36, -1.86)  -0.360
S (-1.38, 3.84, -2.64)  0.903
O (-2.07, 3.29, -3.88)  -0.573
C (-2.55, 4.32, -1.28)  -0.229
H (-1.35, 1.94, -1.17)  0.023
H (0.28, 2.66, -1.32)  0.036
H (-0.50, 1.56, -2.60)  0.031
H (-3.12, 3.45, -0.96)  -0.013
H (-3.30, 5.03, -1.64)  0.053
H (-1.95, 4.82, -0.51)  0.040
C (1.16, 0.61, -5.43)  -0.238
S (2.45, 1.31, -4.33)  0.870
O (2.95, 2.59, -5.01)  -0.550
C (1.24, 1.94, -3.09)  -0.289
H (0.48, -0.05, -4.89)  0.050
H (1.77, 0.22, -6.25)  0.043
H (0.48, 1.38, -5.78)  0.053
H (0.54, 1.21, -2.70)  0.000
H (0.80, 2.63, -3.81)  0.059
H (1.68, 2.49, -2.26)  0.087
C (-3.14, 0.92, -0.06)  -0.305
S (-3.94, 2.19, 0.95)  0.967
O (-3.63, 1.73, 2.43)  -0.468
C (-5.66, 1.85, 0.50)  -0.216
H (-2.07, 1.08, 0.05)  -0.004
H (-3.37, 1.10, -1.11)  0.113
H (-3.36, -0.12, 0.17)  0.049
H (-5.85, 2.13, -0.54)  0.061
H (-6.40, 2.30, 1.17)  0.059
H (-5.74, 0.77, 0.59)  0.055
C (-1.73, 2.19, 1.57)  -0.368
S (-0.27, 3.15, 2.23)  1.049
O (0.65, 3.28, 0.99)  -0.564
C (-1.07, 4.76, 2.40)  -0.258
H (-2.07, 2.37, 0.55)  -0.032
H (-2.60, 2.49, 2.15)  -0.090
H (-1.55, 1.12, 1.65)  0.060
H (-2.11, 4.66, 2.70)  0.046
H (-1.21, 5.43, 1.54)  0.046
H (-0.76, 5.44, 3.19)  0.048
N (1.56, -0.23, 2.07)  -0.030
C (2.01, -1.01, 3.13)  -0.165
C (2.52, -0.15, 4.12)  -0.087
C (2.47, 1.10, 3.73)  -0.075
C (1.77, 1.05, 2.50)  -0.181
H (1.05, -0.46, 1.22)  0.001
H (1.90, -2.08, 3.08)  0.074
H (2.93, -0.38, 5.09)  0.108
H (2.90, 1.95, 4.22)  0.110
H (1.61, 1.82, 1.76)  0.038
N (2.76, 0.24, -0.62)  0.028
C (3.44, 0.65, -1.75)  -0.235
C (4.30, 1.61, -1.51)  -0.128
C (4.32, 1.74, -0.12)  -0.056
C (3.42, 0.80, 0.42)  -0.153
H (1.90, -0.29, -0.58)  -0.105
H (3.08, 0.21, -2.67)  0.029
H (4.92, 2.13, -2.22)  0.101
H (4.82, 2.49, 0.48)  0.083
H (3.07, 0.57, 1.41)  0.081
N (0.67, -2.68, -0.13)  0.000
C (1.06, -3.43, -1.17)  -0.235
C (0.93, -4.82, -0.81)  -0.108
C (0.49, -4.85, 0.49)  -0.135
C (0.27, -3.50, 0.88)  -0.160
H (0.59, -1.69, 0.01)  -0.124
H (1.35, -2.91, -2.07)  0.116
H (1.16, -5.75, -1.32)  0.088
H (0.12, -5.65, 1.10)  0.092
H (-0.19, -3.09, 1.76)  0.032
N (-0.55, -1.42, 2.22)  -0.039
C (0.05, -2.38, 2.94)  -0.211
C (-0.95, -2.96, 3.63)  -0.082
C (-2.17, -2.47, 3.21)  -0.035
C (-1.88, -1.40, 2.30)  -0.135
H (0.00, -0.71, 1.76)  0.053
H (1.13, -2.42, 2.90)  0.051
H (-0.81, -3.71, 4.40)  0.107
H (-3.15, -2.79, 3.54)  0.093
H (-2.51, -0.62, 1.91)  0.111
N (-2.06, -3.58, -0.31)  0.094
C (-2.74, -3.73, -1.47)  -0.132
C (-3.38, -2.59, -1.86)  -0.066
C (-3.03, -1.66, -0.88)  -0.173
C (-2.23, -2.32, -0.04)  -0.234
H (-1.69, -4.29, 0.31)  0.142
H (-2.50, -4.71, -1.85)  0.111
H (-4.02, -2.43, -2.72)  0.092
H (-3.22, -0.60, -0.96)  0.034
H (-1.71, -1.95, 0.83)  0.057

## Properties
LUMO: 1.45 eV
frontier orbital gap: 5.55 eV
charge: -1